(1)
DFT (ωB97M-V/def2-TZVPD) results for a molecular structure, C26H42F6O16Pb in a non-equilibrium geometry.

Properties
2S+1: 1
Energy above the lowest of the compared OMol25 structures with the same formula, charge and spin in kcal/mol: 9.1
Kohn-Sham gap in Eh: 0.3135
E_LUMO in eV: 0.6
DFT total energy in a.u.: -3011.88422
HOMO level in eV: -7.95
Maximum force in eV/Å: 2.022

The geometry in XYZ format:
```
91
Properties=species:S:1:pos:R:3:forces:R:3
Pb 14.3536 22.6983 -19.5974 0.855 0.206 0.016
C 17.0449 25.0820 -20.6359 1.096 0.098 0.704
O 17.9964 25.4520 -19.5659 -0.285 0.147 0.017
O 15.9727 24.4992 -20.2095 -1.144 -0.554 0.406
C 16.7860 26.4600 -21.2656 -0.236 -0.399 -0.682
F 16.2058 27.3290 -20.4294 0.052 0.097 0.134
F 17.8970 27.0311 -21.7642 0.035 0.117 0.147
F 15.9432 26.3149 -22.3227 -0.033 0.081 0.057
C 18.7602 24.3742 -19.1207 0.884 -0.583 0.277
C 19.7949 24.9014 -18.1403 -0.308 1.546 0.241
H 20.5827 24.2277 -17.8145 -0.189 -0.299 -0.068
H 20.2586 25.8194 -18.5224 0.216 -0.373 -0.453
H 19.2733 25.3346 -17.2779 -0.008 -0.538 0.251
H 19.2691 23.8876 -19.9664 -0.078 0.011 -0.055
H 18.1843 23.5886 -18.6101 -0.336 0.153 -0.217
H 17.6926 24.4934 -21.3207 -0.253 0.088 -0.389
C 13.3136 19.6304 -18.8683 -1.272 1.490 0.501
O 13.9097 20.3299 -17.7445 -0.070 -0.222 -0.215
O 13.3528 20.4143 -19.9314 0.484 -0.238 -0.735
C 13.9608 18.2504 -18.9986 -0.031 0.092 0.721
F 13.2469 17.4057 -19.7477 -0.003 0.077 -0.341
F 15.2090 18.2971 -19.4789 0.239 -0.086 -0.184
F 14.0454 17.6748 -17.7696 0.074 -0.141 -0.051
C 13.3103 20.1725 -16.4680 0.570 -0.261 0.188
C 13.5083 21.4514 -15.6970 0.404 0.410 0.545
H 13.0990 21.3748 -14.6857 -0.253 -0.045 -0.131
H 14.5692 21.6716 -15.5374 0.037 -0.171 -0.247
H 13.0973 22.3311 -16.1937 -0.222 -0.175 -0.076
H 13.8241 19.3424 -15.9684 -0.172 0.030 0.195
H 12.2496 19.9058 -16.5229 0.052 0.096 -0.250
H 12.2618 19.4648 -18.5432 0.086 -0.614 0.012
C 15.4007 23.3968 -24.1632 -1.525 0.514 -0.081
O 15.6275 21.9896 -24.1226 0.287 -0.177 -0.362
C 15.8592 21.4542 -22.9317 0.532 0.093 -0.254
O 15.7967 22.0430 -21.8820 -0.252 -0.116 0.397
O 16.2251 20.1909 -23.1061 -0.205 0.117 -0.015
C 16.4971 19.4573 -21.9100 -0.372 -0.372 0.300
H 16.0407 23.9053 -24.8781 0.625 -0.294 0.320
H 15.3824 23.8138 -23.1586 0.440 0.164 -0.094
H 14.3952 23.5506 -24.5767 0.024 -0.187 0.134
H 15.9722 19.8774 -21.0574 0.130 0.244 -0.039
H 17.5705 19.4201 -21.7373 0.007 0.056 -0.007
H 16.0851 18.4606 -22.0507 0.205 -0.055 -0.193
C 11.4467 25.8194 -20.6977 0.453 1.407 1.118
O 11.0432 24.7418 -21.5070 -0.522 -0.165 -0.664
C 11.9716 23.8653 -21.8216 0.297 -0.184 0.382
O 13.1229 23.9025 -21.4443 0.008 0.169 -0.161
O 11.4608 22.9243 -22.5910 -0.780 0.001 -0.179
C 12.2008 21.7161 -22.7403 0.898 -0.355 -0.475
H 11.6138 25.5106 -19.6660 0.180 -0.301 -0.118
H 10.6706 26.5829 -20.6539 -0.377 -0.416 -0.393
H 12.3327 26.3418 -21.0595 0.157 -0.427 -0.176
H 11.9559 21.2755 -23.7039 -0.393 0.131 0.056
H 11.9981 21.0138 -21.9331 0.010 0.122 0.121
H 13.2702 21.9232 -22.7821 -0.077 0.062 0.261
O 16.3497 21.4923 -18.4306 0.293 0.478 -0.196
C 17.2048 20.6779 -18.2270 -0.363 -0.338 0.359
O 18.2557 20.5066 -19.0365 0.000 -0.221 -0.538
C 19.0318 19.3462 -18.6689 0.277 0.353 1.020
C 18.6417 19.0792 -17.2104 -0.320 -0.651 0.873
C 17.2383 19.6794 -17.0988 0.516 0.016 -0.296
H 20.0690 19.6663 -18.7001 0.084 -0.190 -0.373
H 18.8543 18.5076 -19.3373 -0.200 0.133 -0.181
H 19.3865 19.4890 -16.5263 -0.228 0.533 -0.094
H 18.5649 18.0449 -16.8668 0.292 -0.201 -0.691
H 16.9798 20.1299 -16.1457 -0.028 0.068 -0.023
H 16.4979 18.9159 -17.3463 -0.151 0.112 0.105
O 11.6545 23.1208 -18.7621 0.216 0.095 -0.075
C 10.8381 22.2422 -18.7290 -0.574 0.014 -0.078
O 10.6464 21.4952 -17.6323 0.586 -0.381 0.383
C 9.7168 20.4273 -17.8479 -1.127 0.343 -0.477
C 9.4263 20.4545 -19.3500 0.516 -0.389 -1.127
C 9.8055 21.8665 -19.7678 0.228 0.240 0.356
H 8.8165 20.6610 -17.2766 0.042 -0.030 0.108
H 10.1060 19.4727 -17.5071 0.330 0.113 0.083
H 8.4452 20.1493 -19.7089 -0.247 0.122 0.597
H 10.1031 19.7813 -19.8885 0.144 -0.032 0.288
H 8.9976 22.5945 -19.6384 -0.054 -0.080 -0.094
H 10.2160 21.9803 -20.7650 -0.128 -0.079 -0.052
O 14.3513 24.3848 -17.5364 -0.439 -0.174 0.413
C 14.7610 25.4284 -17.1035 0.765 0.514 -0.638
O 13.9796 26.5093 -16.9621 -0.580 -0.016 -0.297
C 14.7164 27.6777 -16.5563 0.108 -0.355 0.676
C 16.0715 27.1344 -16.0939 1.121 1.204 0.022
C 16.1871 25.8070 -16.8045 -0.056 -0.619 0.324
H 14.1167 28.1368 -15.7731 0.145 0.081 0.075
H 14.8281 28.3965 -17.3667 -0.173 -0.305 -0.303
H 16.2247 27.1194 -15.0127 -0.627 -0.522 0.047
H 16.8786 27.8162 -16.3848 -0.180 -0.054 -0.329
H 16.6900 25.0236 -16.2377 -0.102 -0.008 0.029
H 16.6929 25.8490 -17.7744 -0.027 0.153 -0.088
```
Positions in Å, forces in eV/Å.

Atom charges from the Löwdin analysis, given in e for atoms 1 to 8: number 1, Pb, carries 1.74; number 2, C, carries -0.48; number 3, O, carries -0.13; number 4, O, carries -0.25; number 5, C, carries -0.55; number 6, F, carries 0.14; number 7, F, carries 0.13; number 8, F, carries 0.11


(2)
DFT (ωB97M-V/def2-TZVPD) results for 4 unconnected molecules or ions with the total composition C26H42I2N3O10 in a non-equilibrium geometry.

Properties
2S+1: 1
Kohn-Sham gap in Eh: 0.2951
E_LUMO in eV: -2.9
DFT total energy in a.u.: -2527.28042
HOMO level in eV: -10.90
Net charge: +1
Maximum force in eV/Å: 5.640

The geometry in XYZ format:
```
83
Properties=species:S:1:pos:R:3:forces:R:3
C -1.3408 5.5592 -2.8559 1.411 0.123 0.953
C -1.0915 4.9517 -1.3258 -0.114 -0.107 2.937
C -1.6159 5.9417 -0.0906 2.567 -4.869 1.232
C -1.3347 5.3764 1.4325 1.163 -1.793 -2.996
C -0.5780 3.9495 1.7013 -0.414 0.587 -2.607
C -0.0522 2.9081 0.5013 -2.472 4.479 -1.386
C 0.7244 1.4948 0.7840 1.759 3.727 -1.434
N -0.1537 0.3539 1.2997 -0.358 -0.287 0.465
N -1.2873 0.8176 2.0076 -2.404 1.148 0.624
C -0.6926 -0.5335 0.2080 0.456 -2.616 -2.253
C -1.0911 0.1648 -1.2021 -0.081 -0.973 -1.523
O -2.3277 0.9596 -1.2145 0.752 -1.449 2.308
C -1.3861 -1.1004 -2.2610 0.462 -0.785 0.162
N -2.7908 -1.0908 -2.8205 1.361 0.029 0.483
C 0.6885 -0.3551 2.3509 2.926 -2.038 0.315
I 0.7622 0.7609 4.2840 0.102 -0.441 -1.142
C 0.3630 -1.9036 2.6675 -0.525 -0.800 0.645
C -0.7682 -2.2446 3.7828 -0.488 -1.111 0.582
I 2.2621 -2.6909 3.5652 -0.681 0.354 -0.752
C -0.3417 3.4830 -1.0436 -1.080 2.394 2.714
H -1.8046 4.7813 -3.5969 0.769 1.579 1.579
H -0.2589 5.8736 -3.2465 -2.349 -0.744 0.651
H -1.9496 6.5731 -2.7780 1.087 -2.436 -0.170
H -2.1304 6.9842 -0.2632 1.155 -2.426 0.264
H -1.6636 6.0380 2.3642 0.851 -1.721 -2.221
H -0.3953 3.6263 2.8343 -0.476 0.761 -2.796
H 1.2959 1.2129 -0.2262 -1.562 0.171 2.326
H 1.6073 1.7787 1.5366 -2.338 -1.004 -1.285
H -1.7404 0.0423 2.5379 0.896 0.429 -0.515
H -2.0260 1.1588 1.3558 1.125 -0.034 0.248
H -1.6228 -1.1457 0.6358 2.023 1.482 -0.833
H 0.1225 -1.3675 -0.0490 -1.539 1.939 0.375
H -0.2084 0.7662 -1.7355 -2.156 -1.015 1.753
H -3.0028 0.4254 -0.6694 1.413 1.196 -1.461
H -1.2186 -2.1166 -1.6814 -0.422 1.945 -1.252
H -0.5499 -1.0898 -3.1130 -2.115 0.034 1.773
H -2.9881 -0.2625 -3.4235 0.179 -0.974 1.130
H -3.5049 -1.2292 -2.0722 0.887 0.387 -1.151
H 1.8218 -0.3309 1.9719 -2.724 0.019 0.658
H 0.1997 -2.6223 1.7600 0.496 1.824 1.425
H -1.4274 -1.3635 4.1616 1.345 -1.489 -0.857
H -1.4935 -3.0690 3.3437 1.566 1.788 0.834
H -0.2859 -2.7431 4.7535 -1.100 1.325 -2.214
H -0.0094 2.9133 -2.0213 -0.722 1.135 2.294
C 5.7114 -4.0026 0.7429 -0.034 0.075 0.309
C 4.8062 -4.0270 -0.4729 1.386 -0.385 0.647
C 4.9879 -2.8543 -1.3913 0.902 0.150 -0.336
O 3.7225 -2.7683 -2.0232 -1.383 -0.396 0.528
C 2.8158 -3.2763 -1.1349 -1.202 0.122 -0.182
O 1.6069 -3.1835 -1.2522 1.873 0.061 0.345
O 3.4482 -3.8969 -0.0929 -1.303 0.626 -0.901
H 5.2940 -4.6143 1.5493 0.108 -0.064 -0.235
H 6.7100 -4.3752 0.4948 -0.189 0.022 0.003
H 5.8175 -2.9872 1.1401 -0.060 -0.099 -0.115
H 4.9160 -4.9822 -1.0053 -0.047 0.193 -0.009
H 5.7814 -3.0105 -2.1261 -0.273 0.079 -0.024
H 5.1685 -1.9122 -0.8636 0.064 -0.143 0.069
C 2.8399 3.6482 -5.5137 0.172 0.036 -0.254
C 2.8256 2.8486 -4.2258 -0.500 0.833 -1.061
C 3.1652 3.6531 -3.0055 -0.489 0.733 0.214
O 3.6794 2.6663 -2.1283 0.355 -0.935 -0.118
C 4.2092 1.6872 -2.9219 1.494 -1.800 0.519
O 4.9125 0.7773 -2.5203 -1.579 1.896 -0.733
O 3.8493 1.8701 -4.2287 0.535 -0.472 1.200
H 2.9838 2.9902 -6.3769 -0.195 0.049 0.178
H 1.9045 4.2017 -5.6410 0.105 -0.120 0.036
H 3.6647 4.3690 -5.5258 -0.095 -0.139 0.079
H 1.8639 2.3282 -4.1160 0.074 0.057 0.090
H 2.2947 4.1484 -2.5688 0.143 -0.136 0.142
H 3.9508 4.3958 -3.1787 -0.110 -0.056 -0.189
C -6.3962 -4.6487 3.1671 -0.002 -0.298 0.083
C -5.6904 -3.3465 3.4898 -1.167 -0.828 -0.616
C -4.5718 -3.0101 2.5478 -0.204 0.083 -0.854
O -3.7377 -2.1934 3.3510 -0.002 0.222 0.729
C -3.9388 -2.5940 4.6426 0.970 0.324 2.386
O -3.2486 -2.2541 5.5870 -1.438 -0.634 -2.190
O -5.0149 -3.4335 4.7314 1.316 0.873 0.191
H -6.9016 -5.0457 4.0534 -0.027 0.220 -0.172
H -7.1337 -4.5072 2.3711 0.096 0.029 0.151
H -5.6863 -5.4158 2.8389 -0.037 0.149 0.065
H -6.4218 -2.5293 3.5619 0.186 -0.040 -0.068
H -4.9121 -2.4688 1.6619 0.126 0.068 0.163
H -3.9906 -3.8831 2.2332 -0.199 -0.098 0.052
```
Positions in Å, forces in eV/Å.

Atom charges from the Löwdin analysis, given in e for atoms 1 to 8: number 1, C, carries -0.12; number 2, C, carries -0.15; number 3, C, carries -0.01; number 4, C, carries -0.06; number 5, C, carries -0.03; number 6, C, carries -0.11; number 7, C, carries -0.12; number 8, N, carries -0.34


(3)
DFT (ωB97M-V/def2-TZVPD) results for a molecular structure, C26H42IrN6Si in a non-equilibrium geometry.

Properties
2S+1: 2
Energy above the lowest of the compared OMol25 structures with the same formula, charge and spin in kcal/mol: 16.8
<S²>: 0.755
Kohn-Sham gap (spin up / spin down) in Eh: 0.2879 / 0.2436
E_LUMO (spin up / spin down) in eV: -5.9 / -7.1
DFT total energy in a.u.: -1737.79257
HOMO level (spin up / spin down) in eV: -13.76 / -13.72
Net charge: +2
Maximum force in eV/Å: 1.512

The geometry in XYZ format:
```
76
Properties=species:S:1:pos:R:3:forces:R:3
Ir -0.6648 0.2432 0.2886 -0.265 0.459 -1.416
C -3.2853 0.2406 1.7967 -0.039 0.003 0.001
C -2.4191 0.8590 2.8994 0.042 0.003 -0.075
N -0.9603 0.7748 2.5853 -0.277 -0.050 0.214
C -0.1444 1.9039 3.0554 -0.003 -0.013 -0.070
C 0.1017 2.8806 1.9396 -0.096 0.059 -0.040
C 0.6189 4.1447 2.1553 -0.044 -0.025 0.028
C 0.8459 4.9654 1.0631 0.011 0.035 -0.012
C 0.5427 4.5072 -0.2098 -0.033 0.022 -0.038
C 0.0344 3.2310 -0.3499 -0.020 0.045 0.045
C -0.2633 2.6063 -1.6768 0.045 0.009 -0.113
N -1.1299 1.4248 -1.4907 0.261 -0.073 0.292
C -2.5939 1.7189 -1.6040 -0.004 0.123 -0.059
C -3.4264 0.7704 -0.7539 -0.112 -0.126 -0.008
N -2.7538 0.8063 0.5471 0.242 0.168 0.394
N -0.1843 2.4467 0.7080 0.252 -0.371 0.370
H -4.3292 0.5163 1.9627 -0.011 -0.020 -0.003
H -3.2153 -0.8468 1.7709 0.020 -0.003 -0.020
H -2.6224 0.3827 3.8586 -0.025 0.017 0.019
H -2.6802 1.9151 3.0005 0.014 0.008 -0.021
H -0.5894 -0.0544 3.0287 -0.130 0.052 -0.072
H 0.8182 1.5125 3.3915 0.015 0.006 -0.004
H -0.6115 2.4019 3.9074 0.023 0.011 0.021
H 0.8391 4.4760 3.1612 0.001 0.006 -0.003
H 1.2514 5.9585 1.2021 0.002 -0.001 -0.001
H 0.7009 5.1269 -1.0820 0.004 0.005 0.006
H 0.6734 2.2669 -2.1248 -0.005 -0.025 0.016
H -0.7252 3.3259 -2.3553 0.013 -0.022 -0.034
H -0.8797 0.7689 -2.2247 0.003 -0.059 -0.021
H -2.8919 1.6907 -2.6522 0.005 0.000 -0.003
H -2.7498 2.7405 -1.2469 0.032 0.001 -0.019
H -3.4171 -0.2453 -1.1427 -0.017 -0.004 0.016
H -4.4549 1.1331 -0.6957 -0.010 -0.019 -0.018
H -2.6268 1.7996 0.7473 -0.064 -0.019 0.018
C 0.5285 -1.7847 3.2841 0.054 -0.102 -0.015
C -0.4257 -2.3477 2.2671 0.119 -0.093 0.165
C -0.9475 -3.6213 2.3866 0.093 0.083 0.016
C -1.6965 -4.1597 1.3425 -0.078 0.026 -0.156
C -1.8672 -3.4657 0.1594 -0.045 -0.219 0.051
C -1.2925 -2.2020 0.0791 0.197 -0.322 0.194
N -0.6916 -1.6481 1.1516 0.094 0.098 0.366
N -1.1969 -1.3094 -0.9347 -0.317 0.313 0.101
Si -0.8138 -1.8502 -2.6057 0.148 0.113 -0.067
C 0.0372 -3.4967 -2.5073 0.014 0.003 0.000
C 0.3724 -0.5952 -3.3419 -0.006 -0.027 -0.048
C -2.4039 -1.9232 -3.5704 0.025 -0.007 -0.021
H 1.2657 -2.5516 3.5198 -0.001 0.016 0.039
H 0.0448 -1.5260 4.2302 -0.015 0.011 -0.006
H 1.0799 -0.9356 2.8759 0.040 -0.045 -0.003
H -0.7354 -4.2029 3.2723 0.005 0.011 0.008
H -2.1207 -5.1497 1.4484 -0.003 0.003 -0.013
H -2.4109 -3.8840 -0.6755 0.000 0.011 0.012
H 0.8945 -3.4477 -1.8317 0.003 -0.011 -0.003
H 0.4127 -3.7586 -3.4999 -0.004 0.022 -0.001
H -0.6084 -4.3132 -2.1870 0.007 0.001 0.005
H 1.0852 -0.2221 -2.5999 -0.031 -0.017 -0.036
H -0.0851 0.2392 -3.8843 -0.018 -0.006 -0.001
H 0.9577 -1.1286 -4.0958 -0.011 0.007 -0.010
H -3.0835 -2.6850 -3.1826 -0.006 0.016 0.020
H -2.1964 -2.1792 -4.6127 0.000 -0.002 0.012
H -2.9373 -0.9688 -3.5755 0.005 0.003 0.003
C 4.6708 0.8610 0.4393 0.021 -0.004 -0.015
C 3.9335 -0.1976 -0.3921 0.060 0.081 -0.007
C 4.2360 0.0082 -1.8828 -0.022 0.012 0.009
C 4.3817 -1.6006 0.0362 -0.037 -0.009 0.024
C 2.4826 -0.0578 -0.1714 0.078 -0.141 -0.006
C 1.2888 0.0147 0.0007 -0.203 -0.025 0.007
H 5.7461 0.7790 0.2751 -0.004 -0.002 0.000
H 4.4783 0.7235 1.5043 -0.007 0.003 -0.001
H 4.3582 1.8672 0.1555 0.002 -0.001 0.001
H 5.3076 -0.0871 -2.0613 -0.002 -0.005 0.003
H 3.9239 1.0014 -2.2111 0.002 -0.003 -0.005
H 3.7217 -0.7380 -2.4908 0.007 0.004 -0.004
H 5.4526 -1.7154 -0.1350 0.003 0.007 -0.005
H 3.8585 -2.3679 -0.5357 0.005 -0.002 0.001
H 4.1868 -1.7654 1.0969 -0.004 -0.002 -0.007
```
Positions in Å, forces in eV/Å.

Atom charges from the Löwdin analysis, given in e for atoms 1 to 8: number 1, Ir, carries 1.52; number 2, C, carries -0.14; number 3, C, carries -0.13; number 4, N, carries -0.11; number 5, C, carries -0.10; number 6, C, carries -0.22; number 7, C, carries 0.02; number 8, C, carries 0.01


- Which formula does entry 2 have?
  C26H42I2N3O10